The following is a DFT calculation (ωB97M-V/def2-TZVPD) of 3 unconnected molecules or ions with the total composition C17H37NO6S2.

Values from the calculation:
**ΔE to the lowest compared entry with this formula, charge and spin**: 0.000 eV
**LUMO level**: 0.50 eV
**Multiplicity**: 1
**Total charge**: 0
**Kohn-Sham gap**: 0.371 Eh
**Highest occupied orbital energy**: -9.6 eV

Each line ends with the Mulliken charge.
CARTESIAN COORDINATES (ANGSTROEM)
C1 2.136 2.059 0.878  -0.862
O1 1.252 1.348 0.036  -0.211
C2 -0.004 1.097 0.629  -1.065
C3 0.062 0.203 1.874  0.654
N1 -0.212 0.966 3.093  -0.645
O2 -0.935 -0.794 1.864  -0.479
C4 -0.765 -1.843 0.913  -0.862
C5 0.476 -2.714 1.159  0.364
C6 0.106 -4.191 1.226  -1.925
C7 1.590 -2.429 0.131  1.797
C8 2.944 -2.963 0.594  -1.733
C9 1.247 -2.956 -1.271  -1.505
H1 2.830 2.612 0.250  0.254
H2 2.723 1.384 1.509  0.270
H3 1.595 2.757 1.521  0.391
H4 -0.598 0.609 -0.138  0.287
H5 -0.506 2.032 0.898  0.559
H6 1.055 -0.259 1.934  0.160
H7 0.651 1.284 3.512  0.295
H8 -0.661 0.333 3.742  0.239
H9 -1.670 -2.442 0.998  0.511
H10 -0.752 -1.443 -0.104  0.273
H11 0.858 -2.426 2.144  0.387
H12 -0.588 -4.370 2.046  0.512
H13 -0.345 -4.538 0.299  0.330
H14 0.994 -4.794 1.418  0.418
H15 1.695 -1.344 0.049  -0.467
H16 3.159 -2.654 1.618  0.398
H17 2.982 -4.051 0.546  0.366
H18 3.737 -2.583 -0.050  0.417
H19 1.678 -2.316 -2.039  0.158
H20 0.171 -2.993 -1.439  0.399
H21 1.647 -3.957 -1.428  0.381
C10 -5.270 2.343 2.753  -0.701
C11 -3.978 1.941 2.028  -0.566
C12 -3.876 0.413 2.091  -0.231
S1 -5.564 -0.196 2.175  1.202
O3 -5.763 -0.841 3.448  -0.662
O4 -5.907 -0.877 0.952  -0.687
C13 -6.355 1.411 2.221  -0.753
H22 -5.525 3.388 2.582  0.367
H23 -5.154 2.198 3.829  0.322
H24 -4.029 2.266 0.986  0.335
H25 -3.098 2.402 2.474  0.269
H26 -3.396 -0.020 1.219  0.103
H27 -3.365 0.074 2.988  0.253
H28 -7.240 1.345 2.848  0.411
H29 -6.636 1.663 1.199  0.339
C14 2.460 2.031 -5.189  -0.596
C15 2.529 2.721 -3.819  -0.794
C16 2.910 1.650 -2.790  -0.116
S2 3.878 0.426 -3.680  1.120
O5 3.153 -0.820 -3.687  -0.628
O6 5.250 0.465 -3.245  -0.706
C17 3.725 1.185 -5.295  -0.741
H30 2.395 2.751 -6.004  0.363
H31 1.579 1.387 -5.239  0.295
H32 3.291 3.502 -3.843  0.333
H33 1.583 3.192 -3.555  0.324
H34 3.519 2.034 -1.978  0.237
H35 2.040 1.141 -2.383  0.098
H36 3.680 0.400 -6.046  0.407
H37 4.611 1.801 -5.448  0.336

=====

The following is a DFT calculation (ωB97M-V/def2-TZVPD) of a molecular structure, C17H38Cl20O6SSi at a distorted geometry.

Values from the calculation:
**ΔE to the lowest compared entry with this formula, charge and spin**: 5.038 eV
**LUMO level**: 0.36 eV
**Multiplicity**: 1
**Total charge**: 0
**Kohn-Sham gap**: 0.372 Eh
**Highest occupied orbital energy**: -9.8 eV

Each line ends with the Mulliken charge.
CARTESIAN COORDINATES (ANGSTROEM)
C1 3.949 -0.369 0.444  -0.842
Si1 2.221 -0.559 -0.471  0.880
C2 0.714 -0.211 0.723  -0.490
C3 2.183 0.871 -1.784  -0.763
O1 2.224 -2.175 -1.158  -0.335
S1 1.743 -3.362 -0.027  0.534
O2 2.196 -2.980 1.433  -0.530
O3 2.533 -4.874 -0.319  -0.265
C4 3.853 -4.907 0.354  0.041
O4 4.685 -5.968 -0.235  -0.337
C5 5.015 -5.705 -1.645  -0.370
O5 6.473 -5.350 -1.671  -0.419
C6 6.503 -3.896 -1.914  0.693
C7 7.986 -3.372 -1.346  -0.371
O6 7.757 -2.821 0.008  -0.553
H1 4.777 -0.372 -0.401  0.195
H2 4.167 -1.293 1.146  0.198
H3 3.948 0.626 1.065  0.338
H4 0.026 -1.178 0.795  0.249
H5 1.139 -0.031 1.798  0.298
H6 0.079 0.680 0.299  -0.277
H7 2.870 1.734 -1.328  0.261
H8 1.108 1.378 -1.893  0.006
H9 2.602 0.553 -2.834  0.286
H10 4.408 -3.868 0.353  0.152
H11 3.718 -5.189 1.507  0.242
H12 4.810 -6.696 -2.257  0.239
H13 4.399 -4.847 -2.149  0.302
H14 6.374 -3.656 -3.061  -0.044
H15 5.704 -3.295 -1.304  -0.108
H16 8.660 -4.330 -1.267  0.284
H17 8.431 -2.521 -2.020  0.080
H18 8.074 -3.490 0.712  0.316
C8 -1.016 3.217 -0.883  0.386
Cl1 -0.121 3.083 0.636  -0.136
Cl2 -1.986 1.769 -1.178  -0.097
H19 -1.678 4.084 -0.830  0.251
H20 -0.306 3.343 -1.704  -0.358
C9 -5.998 2.700 -1.464  0.148
Cl3 -7.444 3.229 -0.597  -0.119
Cl4 -4.719 3.917 -1.371  -0.129
H21 -5.636 1.769 -1.020  -0.278
H22 -6.254 2.532 -2.513  0.366
C10 -8.326 4.840 2.915  0.115
Cl5 -9.773 5.369 3.783  -0.141
Cl6 -7.048 6.057 3.008  -0.169
H23 -7.965 3.909 3.360  0.028
H24 -8.582 4.672 1.866  0.154
C11 -10.227 1.498 4.909  -0.335
Cl7 -8.523 1.198 4.548  -0.120
Cl8 -10.402 2.600 6.280  -0.131
H25 -10.704 1.942 4.033  0.239
H26 -10.712 0.549 5.152  0.351
C12 -12.048 5.516 7.288  0.312
Cl9 -13.690 5.433 6.637  -0.159
Cl10 -11.460 7.182 7.321  -0.156
H27 -12.049 5.119 8.307  0.283
H28 -11.385 4.916 6.660  -0.286
C13 -5.507 -0.106 1.495  0.383
Cl11 -4.779 -0.681 -0.010  -0.186
Cl12 -5.236 1.627 1.711  -0.097
H29 -6.583 -0.297 1.465  0.330
H30 -5.061 -0.644 2.335  -0.430
C14 8.055 -2.004 -5.393  -0.322
Cl13 6.423 -1.879 -4.723  -0.111
Cl14 8.844 -3.497 -4.871  -0.142
H31 7.993 -1.997 -6.484  0.333
H32 8.646 -1.151 -5.051  0.291
C15 11.601 -5.020 -7.327  -0.042
Cl15 13.322 -4.974 -6.928  -0.153
Cl16 11.137 -3.621 -8.304  -0.154
H33 11.390 -5.932 -7.890  0.273
H34 11.020 -5.015 -6.401  0.069
C16 -3.450 -0.956 5.010  -0.269
Cl17 -2.616 -0.031 3.756  -0.090
Cl18 -4.935 -1.681 4.383  -0.181
H35 -2.788 -1.751 5.365  0.283
H36 -3.701 -0.288 5.837  0.275
C17 -0.265 6.289 -3.027  -0.258
Cl19 -0.113 6.499 -1.279  -0.137
Cl20 0.314 4.695 -3.529  -0.151
H37 -1.316 6.390 -3.308  0.270
H38 0.327 7.057 -3.531  0.307

=====

The following is a DFT calculation (ωB97M-V/def2-TZVPD) of a molecular structure, C17H38CrN7O2PS at a distorted geometry.

Values from the calculation:
**ΔE to the lowest compared entry with this formula, charge and spin**: 0.873 eV
**LUMO level (alpha / beta)**: -8.79 / -7.99 eV
**Multiplicity**: 4
**Total charge**: +3
**Kohn-Sham gap (alpha / beta)**: 0.283 / 0.315 Eh
**Highest occupied orbital energy (alpha / beta)**: -16.5 / -16.6 eV

Each line ends with the Mulliken charge.
CARTESIAN COORDINATES (ANGSTROEM)
Cr1 0.171 0.371 -0.423  0.152
C1 2.638 2.766 -1.353  -0.719
C2 3.104 1.294 -1.359  -0.797
N1 2.337 0.433 -0.431  0.502
C3 2.902 -0.936 -0.339  -1.013
C4 1.877 -1.840 0.322  -0.333
N2 0.601 -1.708 -0.419  -0.082
C5 0.657 -2.458 -1.713  -0.669
C6 0.818 -1.592 -2.958  -0.202
C7 -0.441 -0.801 -3.262  -1.003
N3 -0.570 0.396 -2.388  0.252
C8 -0.036 1.627 -3.015  -0.648
C9 -0.326 2.785 -2.079  -0.819
N4 0.186 2.472 -0.719  -0.018
C10 1.489 3.131 -0.418  -0.945
H1 2.393 3.074 -2.369  0.266
H2 3.471 3.400 -1.050  0.432
H3 4.164 1.249 -1.100  0.565
H4 3.016 0.869 -2.359  0.441
H5 2.430 0.843 0.497  0.192
H6 3.843 -0.939 0.215  0.530
H7 3.128 -1.286 -1.346  0.401
H8 1.707 -1.546 1.357  -0.104
H9 2.227 -2.874 0.322  0.646
H10 -0.151 -2.128 0.127  0.316
H11 -0.264 -3.029 -1.811  0.214
H12 1.479 -3.174 -1.665  0.418
H13 1.031 -2.257 -3.796  0.537
H14 1.675 -0.917 -2.874  -0.144
H15 -1.308 -1.435 -3.090  0.458
H16 -0.458 -0.488 -4.308  0.382
H17 -1.570 0.552 -2.267  0.380
H18 -0.505 1.811 -3.984  0.512
H19 1.033 1.495 -3.185  0.315
H20 -1.405 2.931 -2.018  0.450
H21 0.108 3.708 -2.465  0.457
H22 -0.473 2.865 -0.050  0.305
H23 1.730 2.899 0.621  0.291
H24 1.357 4.214 -0.478  0.544
S1 -2.112 0.478 0.321  -0.438
C11 -3.066 -0.899 -0.294  0.312
C12 -4.450 -0.784 -0.344  -0.866
C13 -5.181 -1.878 -0.785  -0.368
C14 -4.508 -3.030 -1.162  -0.841
C15 -3.127 -3.041 -1.075  -0.139
N5 -2.403 -1.998 -0.648  0.048
H25 -4.936 0.140 -0.064  0.500
H26 -6.260 -1.826 -0.842  0.459
H27 -5.035 -3.904 -1.515  0.454
H28 -2.570 -3.929 -1.353  0.414
N6 2.086 -0.321 4.979  -0.219
C16 1.486 0.903 4.348  -1.081
P1 0.242 0.280 3.087  1.074
O1 0.221 -1.199 3.311  -1.024
O2 0.576 0.802 1.708  -0.177
C17 -1.392 0.924 3.668  -0.833
N7 -2.452 0.053 3.088  -0.087
H29 1.512 -1.125 4.612  0.341
H30 2.054 -0.311 6.000  0.360
H31 3.057 -0.470 4.709  0.348
H32 2.250 1.511 3.873  0.364
H33 1.009 1.512 5.114  0.466
H34 -1.563 1.959 3.375  0.340
H35 -1.421 0.848 4.754  0.528
H36 -3.390 0.342 3.370  0.424
H37 -2.302 -0.919 3.371  0.422
H38 -2.387 0.107 2.026  -0.241

=====

> Which value of ΔE to the lowest compared entry with this formula, charge and spin does entry 1 give?

0.000 eV